1.
A structure of composition C12H25N9O4SiTc at a distorted geometry, computed with the ωB97M-V functional and the def2-TZVPD basis.

Geometry (Å):
Tc -1.523 0.025 -0.443
C -0.252 1.113 4.405
O 0.257 1.779 3.238
C -0.151 1.370 2.065
O -0.963 0.475 1.865
N 0.391 2.089 1.040
N 0.235 1.633 -0.292
H -0.054 1.780 5.239
H 0.280 0.173 4.543
H -1.321 0.927 4.309
H 1.143 2.739 1.246
H 1.110 1.177 -0.607
H 0.057 2.441 -0.895
C -3.615 -3.690 -0.544
C -2.610 -2.604 -0.625
N -2.920 -1.320 -0.692
O -4.269 -1.001 -0.706
C -1.207 -2.818 -0.583
C -0.608 -4.176 -0.575
N -0.501 -1.696 -0.522
O 0.864 -1.959 -0.403
H -4.595 -3.273 -0.335
H -3.353 -4.386 0.248
H -3.665 -4.248 -1.477
H -4.492 -0.655 -1.587
H -1.225 -4.866 -1.146
H -0.548 -4.537 0.455
H 0.402 -4.164 -0.980
C 5.308 -0.654 -2.039
Si 4.536 0.243 -0.539
C 5.188 -0.524 1.087
C 4.689 2.133 -0.636
C 2.710 -0.267 -0.539
C 1.774 -1.041 -0.495
H 6.390 -0.559 -2.015
H 4.955 -0.236 -2.977
H 5.062 -1.712 -2.023
H 6.273 -0.468 1.124
H 4.907 -1.571 1.158
H 4.799 -0.009 1.961
H 5.742 2.400 -0.661
H 4.259 2.641 0.223
H 4.241 2.550 -1.534
N -5.321 3.274 -2.079
N -4.415 2.770 -1.251
N -4.075 3.365 -0.139
C -3.090 2.613 0.313
N -2.847 1.594 -0.519
N -3.712 1.707 -1.512
H -5.902 3.999 -1.676
H -5.768 2.617 -2.702
H -2.566 2.804 1.226

Values from the calculation:
- E (eV) = -44505.5668
- total charge = +2
- spin multiplicity = 2

Formally, the Löwdin partial charges of the atoms, in units of the elementary charge, are as follows: number 1, Tc, carries 1.42; number 2, C, carries 0.01; number 3, O, carries 0.03; number 4, C, carries -0.58; number 5, O, carries 0.00; number 6, N, carries 0.05; number 7, N, carries -0.01; number 8, H, carries 0.11; number 9, H, carries 0.11; number 10, H, carries 0.10; number 11, H, carries 0.17; number 12, H, carries 0.05; number 13, H, carries 0.12; number 14, C, carries 0.03; number 15, C, carries -0.22; number 16, N, carries -0.18; number 17, O, carries -0.02; number 18, C, carries -0.22; number 19, C, carries 0.03; number 20, N, carries -0.07; number 21, O, carries -0.01; number 22, H, carries 0.09; number 23, H, carries 0.11; number 24, H, carries 0.12; number 25, H, carries 0.11; number 26, H, carries 0.10; number 27, H, carries 0.12; number 28, H, carries 0.10; number 29, C, carries -0.17; number 30, Si, carries 0.54; number 31, C, carries -0.17; number 32, C, carries -0.18; number 33, C, carries -0.05; number 34, C, carries -0.18; number 35, H, carries 0.04; number 36, H, carries 0.03; number 37, H, carries 0.03; number 38, H, carries 0.04; number 39, H, carries 0.03; number 40, H, carries 0.03; number 41, H, carries 0.04; number 42, H, carries 0.02; number 43, H, carries 0.03; number 44, N, carries 0.18; number 45, N, carries -0.25; number 46, N, carries 0.17; number 47, C, carries -0.14; number 48, N, carries -0.18; number 49, N, carries 0.08; number 50, H, carries 0.14; number 51, H, carries 0.13; number 52, H, carries 0.12


2.
The ion C12H25N6O3 with charge +1 at a distorted geometry, computed with the ωB97M-V functional and the def2-TZVPD basis.

Geometry (Å):
C -2.943 -5.277 -0.154
N -3.385 -3.857 0.021
C -2.643 -3.040 0.676
O -1.682 -3.463 1.295
C -3.013 -1.536 0.844
C -3.427 -1.337 2.300
N -1.800 -0.804 0.692
C -1.419 0.422 0.299
O -2.244 1.334 0.010
C 0.034 0.612 0.172
C 0.466 1.433 1.420
C 1.506 2.549 1.304
C 1.319 3.513 0.137
N 1.905 2.885 -1.031
C 2.504 3.447 -2.098
N 2.551 4.765 -2.288
N 3.306 2.712 -2.848
N 0.823 -0.577 0.049
C 1.989 -0.721 -0.524
C 2.588 -2.118 -0.636
O 2.627 0.233 -1.042
H -3.500 -5.647 -0.985
H -3.078 -5.819 0.783
H -1.965 -5.269 -0.402
H -4.127 -3.579 -0.469
H -3.871 -1.173 0.176
H -2.553 -1.478 2.919
H -4.253 -2.020 2.576
H -3.758 -0.338 2.389
H -1.004 -1.294 0.959
H 0.221 1.133 -0.808
H 0.724 0.802 2.316
H -0.475 1.883 1.863
H 2.462 1.954 1.209
H 1.335 3.165 2.123
H 0.221 3.695 0.052
H 1.750 4.476 0.407
H 2.072 1.921 -1.034
H 2.841 5.067 -3.144
H 1.998 5.372 -1.657
H 3.310 1.761 -2.711
H 3.910 3.050 -3.586
H 0.429 -1.427 0.495
H 3.625 -2.078 -0.400
H 2.513 -2.535 -1.652
H 2.112 -2.797 -0.016

Values from the calculation:
- E (eV) = -27927.7893
- total charge = +1
- spin multiplicity = 1
- relative energy (zero: lowest compared OMol25 entry of this formula, charge and spin) (kJ/mol) = 0.0

Formally, the Löwdin partial charges of the atoms, in units of the elementary charge, are as follows: number 1, C, carries 0.01; number 2, N, carries 0.08; number 3, C, carries -0.50; number 4, O, carries 0.05; number 5, C, carries -0.24; number 6, C, carries -0.02; number 7, N, carries 0.11; number 8, C, carries -0.43; number 9, O, carries 0.04; number 10, C, carries -0.21; number 11, C, carries -0.12; number 12, C, carries -0.16; number 13, C, carries -0.15; number 14, N, carries 0.09; number 15, C, carries -0.39; number 16, N, carries 0.22; number 17, N, carries 0.23; number 18, N, carries 0.11; number 19, C, carries -0.46; number 20, C, carries 0.04; number 21, O, carries -0.01; number 22, H, carries 0.09; number 23, H, carries 0.10; number 24, H, carries 0.04; number 25, H, carries 0.09; number 26, H, carries 0.18; number 27, H, carries 0.09; number 28, H, carries 0.10; number 29, H, carries 0.07; number 30, H, carries 0.08; number 31, H, carries 0.17; number 32, H, carries 0.14; number 33, H, carries 0.14; number 34, H, carries 0.14; number 35, H, carries 0.10; number 36, H, carries 0.15; number 37, H, carries 0.12; number 38, H, carries 0.05; number 39, H, carries 0.09; number 40, H, carries 0.15; number 41, H, carries 0.08; number 42, H, carries 0.15; number 43, H, carries 0.16; number 44, H, carries 0.08; number 45, H, carries 0.11; number 46, H, carries 0.05